[1]
41
Properties=species:S:1:pos:R:3:forces:R:3 method="wB97M-V/def2-TZVPD" total_charge=0 multiplicity=1 molar_mass_g_mol=321.88 smiles=Cc1cccc(N2CCN(Cc3cnc(Cl)s3)C[C@H]2C)c1 de_lowest_kj_mol=131.7 homo_lumo_gap_ev=8.1
C -0.144877 2.891767 4.383550 0.031 0.038 -0.029
C 0.994829 2.291670 3.614366 0.107 -0.034 0.076
C 0.817793 1.890570 2.300633 -0.090 0.015 -0.091
C 1.864497 1.346097 1.547740 0.090 0.104 0.125
C 3.108515 1.207011 2.174986 0.091 -0.141 -0.064
C 3.282422 1.597843 3.487522 -0.011 0.005 0.038
C 2.239389 2.143186 4.212534 -0.034 0.028 0.046
H 2.387283 2.450636 5.237059 0.009 0.026 0.116
H 4.253088 1.479759 3.948024 0.076 -0.011 0.021
H 3.951942 0.803594 1.638752 0.079 -0.032 -0.096
N 1.692073 0.985772 0.226294 -0.154 0.014 -0.149
C 0.448110 1.264518 -0.451750 -0.227 0.039 -0.137
C 0.641959 1.135842 -1.960440 0.094 0.231 0.100
N 1.094286 -0.188530 -2.363192 0.093 -0.034 0.044
C 0.135665 -0.958954 -3.132701 0.132 0.056 -0.054
C -1.193112 -1.148604 -2.467614 -0.204 -0.063 0.132
C -2.348328 -0.466868 -2.709610 0.758 -0.310 -0.095
N -3.402396 -0.768287 -1.916975 -0.922 -0.090 0.515
C -3.103139 -1.670910 -1.058148 1.024 -0.023 -0.406
Cl -4.177662 -2.273426 0.098839 -0.330 -0.224 0.386
S -1.446758 -2.249371 -1.144865 -0.800 0.459 -0.272
H -2.488422 0.267858 -3.481407 0.113 0.147 -0.205
H 0.591379 -1.928768 -3.348257 -0.013 0.061 -0.137
H -0.028977 -0.435980 -4.080138 -0.056 -0.160 0.007
C 1.700830 -0.934958 -1.277090 0.096 -0.137 0.130
C 2.541068 -0.024236 -0.380344 0.370 -0.168 -0.184
H 2.946695 -0.651719 0.424122 -0.106 0.059 -0.119
C 3.714699 0.581561 -1.163420 -0.118 -0.129 0.229
H 4.149189 1.408512 -0.608741 0.072 0.062 0.043
H 3.386560 0.943907 -2.131770 -0.022 0.074 -0.129
H 4.479576 -0.174611 -1.323009 0.139 -0.079 -0.075
H 2.347022 -1.700886 -1.717612 0.003 -0.035 0.111
H 0.953589 -1.448797 -0.648541 0.146 0.068 0.009
H 1.391247 1.870273 -2.278106 -0.134 0.085 0.038
H -0.297176 1.376763 -2.462922 0.049 0.016 0.045
H -0.360818 0.589623 -0.124171 -0.017 0.108 -0.007
H 0.144536 2.291297 -0.230104 -0.041 -0.082 -0.007
H -0.165234 1.994598 1.868534 -0.098 -0.011 -0.068
H -0.144839 2.535796 5.411835 -0.052 0.004 0.065
H -0.047844 3.977817 4.406374 -0.059 0.058 0.035
H -1.100166 2.645784 3.925847 -0.085 0.006 0.012



[2]
75
Properties=species:S:1:pos:R:3:forces:R:3 method="wB97M-V/def2-TZVPD" total_charge=-1 multiplicity=1 molar_mass_g_mol=1184.08 de_lowest_kj_mol=189.1 homo_lumo_gap_ev=4.6
Sn 0.410105 -1.437870 -4.216169 -1.872 0.116 3.185
Sn -0.596145 0.043950 0.193601 -0.315 -1.205 -2.936
P -1.265785 -2.976750 -1.454289 -3.532 -3.209 -0.164
O -1.744695 -3.159320 -2.896679 2.985 0.945 -5.455
O 0.186455 -2.340700 -1.397239 -0.327 0.947 0.355
O -1.761855 -4.346610 -0.923669 3.083 0.103 1.063
O -2.475805 -2.153740 -1.040949 0.447 5.416 3.305
C 0.808465 1.504930 -2.626979 0.492 -1.323 0.371
O 1.639555 1.288830 -3.524539 1.241 -1.268 -3.254
O -0.414085 1.267670 -2.700949 -4.452 -1.935 -1.515
O 1.207315 1.813710 -1.509389 1.875 1.824 5.512
Cl 3.027155 -5.878720 0.407631 0.540 -0.446 0.550
C 2.627255 -4.889070 -0.976919 0.050 1.381 -0.799
C 3.869495 -4.217630 -1.611629 -0.460 -1.557 0.865
Cl 3.334225 -3.176250 -2.955169 0.222 -0.043 -0.050
H 1.985175 -4.087690 -0.611369 -0.421 -0.277 -0.300
H 2.149975 -5.529410 -1.718719 -0.238 0.274 0.183
H 4.477775 -5.034360 -2.000269 0.224 0.352 -0.314
H 4.444155 -3.687260 -0.852299 -0.146 0.423 -0.311
Cl 0.582505 3.134030 2.397071 0.529 0.401 -0.127
C 2.000585 3.370640 1.293691 1.054 -0.520 0.714
C 3.328215 3.688090 2.048421 -0.626 -0.111 0.603
Cl 4.036215 2.306360 3.010951 -0.418 0.394 -0.593
H 1.827965 4.191930 0.598151 -0.322 -0.178 0.062
H 2.009975 2.410150 0.778441 0.446 0.373 -0.414
H 3.175485 4.470160 2.792161 -0.315 -0.099 0.015
H 4.134595 4.082100 1.429871 -0.246 -0.463 -0.465
Cl -5.739925 -2.171000 0.768131 -0.161 0.277 0.135
C -5.155135 -2.797110 2.311001 -2.102 -0.466 0.925
C -3.870305 -3.472410 2.194801 1.269 0.034 0.102
Cl -2.565735 -2.191710 2.236061 -0.108 -0.831 0.069
H -5.833835 -3.557910 2.696561 -0.480 -0.428 -0.709
H -5.305435 -2.102470 3.137431 0.749 0.678 -0.375
H -3.861725 -4.094470 1.299771 0.669 0.446 -0.293
H -3.740965 -4.145010 3.042731 0.386 0.281 0.138
Cl 1.313925 -1.200470 3.003861 -0.595 0.363 -0.693
C 2.893265 -1.565150 3.690861 0.361 -0.069 1.283
C 4.072495 -1.366780 2.762631 -0.668 -0.099 -0.500
Cl 5.603805 -1.080940 3.621031 -0.032 -0.210 0.288
H 2.764885 -2.600580 4.006291 0.468 0.092 0.113
H 2.985545 -0.924880 4.568151 0.023 -0.081 -0.024
H 3.922305 -0.482300 2.143571 0.001 -0.356 -0.078
H 4.151175 -2.286890 2.183561 0.389 0.397 -0.354
Cl -5.891225 -0.432140 -3.872339 -0.586 -0.306 -0.356
C -4.441425 0.251350 -3.143179 0.972 -1.698 0.677
C -3.667725 1.059210 -4.103699 -0.104 1.378 -1.010
Cl -3.137235 0.087120 -5.551189 -0.138 0.031 0.292
H -3.719975 -0.536310 -2.925929 -0.562 -0.726 0.625
H -4.809705 0.654420 -2.199779 0.605 0.692 -0.256
H -2.710485 1.424630 -3.731879 -0.258 0.146 0.417
H -4.319095 1.839230 -4.497869 0.447 0.263 -0.228
Cl -2.113125 1.209480 3.341311 1.154 0.668 0.591
C -3.767895 1.827350 3.407271 -0.614 -1.188 -0.847
C -4.465845 0.859940 2.457911 -1.382 0.071 0.087
Cl -3.927525 0.979200 0.769781 0.345 -0.027 -0.064
H -3.897335 2.864900 3.099321 0.487 -0.071 0.078
H -4.127705 1.648670 4.420541 -0.029 0.206 -0.076
H -5.538035 1.028570 2.357551 -0.045 0.241 0.358
H -4.347715 -0.163720 2.813261 0.300 0.116 -0.257
Cl -2.120425 3.789620 0.107581 -0.276 0.017 0.389
C -1.214855 4.600740 -1.151569 -0.046 -0.343 -2.058
C -0.624665 5.938080 -0.835689 0.959 -0.703 1.133
Cl -1.808225 7.084530 -0.224639 -0.509 0.568 -0.077
H -1.826595 4.719140 -2.045909 -0.609 -0.050 0.261
H -0.491565 3.865310 -1.503839 0.584 0.146 0.346
H -0.086935 6.356840 -1.686329 -0.233 -0.074 -0.011
H 0.069715 5.799370 -0.007019 0.211 0.189 -0.080
Cl 3.003075 -0.692100 -0.375439 0.440 0.181 0.092
C 4.237785 0.331400 -1.226959 -0.832 0.043 -0.764
C 5.411005 -0.497630 -1.701349 -0.555 0.276 -0.837
Cl 6.230835 -1.176130 -0.343919 1.029 -0.784 1.411
H 4.558625 1.185220 -0.630169 -0.133 -0.335 0.373
H 3.616615 0.714980 -2.036339 0.275 0.180 -0.322
H 6.156235 0.093630 -2.233459 -0.298 0.288 -0.044
H 5.132805 -1.331980 -2.345219 -0.269 0.262 0.043